Entry 1:
Computed, not measured: 6 unconnected molecules or ions with the total composition C16H44F2N6O11S2 in a non-equilibrium geometry, with wB97M-V/def2-TZVPD.

Summary:
Strongest force on any atom   0.0294 Eh/bohr
HOMO level   -2.9 eV
LUMO level   4.113 eV
Orbital gap   6.973 eV
Net charge   -2
Energy relative to the best compared isomer or geometry (same formula, charge and spin)   0.0 kJ/mol

Cartesian coordinates (Å):
N -4.196 0.311 -3.359
S -5.311 0.150 -4.480
O -6.650 -0.003 -3.987
O -4.930 -0.633 -5.614
F -5.301 1.626 -5.094
S -4.414 -0.968 -2.395
O -4.396 -2.185 -3.122
O -5.358 -0.802 -1.335
F -3.039 -0.970 -1.638
N 0.055 0.683 -0.387
O -0.385 -0.277 0.331
O -0.718 1.567 -0.768
O 1.264 0.714 -0.697
C -6.702 3.089 1.005
C -5.530 3.265 0.006
C -4.243 2.950 0.737
O -3.165 3.615 0.131
C -2.058 3.672 0.987
N -5.701 2.397 -1.177
H -6.528 2.187 1.599
H -7.667 2.994 0.512
H -6.706 3.945 1.693
H -5.460 4.313 -0.291
H -4.054 1.866 0.783
H -4.322 3.283 1.788
H -1.207 4.040 0.420
H -1.842 2.714 1.465
H -2.237 4.427 1.781
H -6.623 2.559 -1.572
H -5.731 1.431 -0.853
C 1.336 -1.417 3.877
C 0.360 -0.254 4.023
C 1.031 1.026 3.533
O 2.176 1.423 4.289
C 1.854 1.993 5.522
N -0.858 -0.419 3.216
H 1.077 -2.295 4.469
H 2.340 -1.085 4.178
H 1.453 -1.669 2.820
H 0.119 -0.154 5.088
H 0.301 1.841 3.447
H 1.393 0.862 2.512
H 1.389 2.980 5.392
H 2.792 2.169 6.062
H 1.250 1.347 6.168
H -0.549 -0.478 2.236
H -1.222 -1.353 3.392
C 0.147 -3.200 -4.323
C -0.135 -2.964 -2.842
C 0.822 -3.739 -1.947
O 2.158 -3.418 -2.235
C 3.019 -4.480 -2.016
N -0.011 -1.531 -2.527
H -0.566 -2.681 -4.962
H 0.054 -4.275 -4.541
H 1.164 -2.927 -4.610
H -1.166 -3.335 -2.701
H 0.617 -4.811 -2.086
H 0.585 -3.486 -0.904
H 2.931 -4.907 -0.999
H 4.056 -4.169 -2.138
H 2.823 -5.339 -2.685
H -0.759 -1.025 -2.999
H -0.257 -1.398 -1.544
C 7.427 0.766 -0.082
C 6.114 0.267 -0.705
C 5.178 -0.261 0.368
O 4.066 -0.882 -0.211
C 3.159 -1.289 0.771
N 5.430 1.308 -1.475
H 7.983 -0.023 0.428
H 7.209 1.577 0.615
H 8.027 1.160 -0.905
H 6.257 -0.533 -1.437
H 4.868 0.558 1.036
H 5.740 -1.013 0.958
H 3.661 -1.972 1.481
H 2.312 -1.788 0.304
H 2.710 -0.463 1.336
H 6.068 1.659 -2.188
H 5.224 2.140 -0.925

Per-atom Mulliken charges, elementary charge units:
1. N -0.23
2. S 1.08
3. O -0.63
4. O -0.63
5. F -0.29
6. S 1.06
7. O -0.64
8. O -0.64
9. F -0.14
10. N 0.95
11. O -0.71
12. O -0.69
13. O -0.58
14. C -1.47
15. C 0.35
16. C -0.64
17. O -0.37
18. C -0.91
19. N -0.44
20. H 0.30
21. H 0.42
22. H 0.40
23. H 0.21
24. H 0.31
25. H 0.40
26. H 0.35
27. H 0.32
28. H 0.37
29. H 0.21
30. H 0.21
31. C -0.95
32. C 0.45
33. C -0.15
34. O -0.36
35. C -0.70
36. N -0.68
37. H 0.42
38. H 0.30
39. H 0.05
40. H 0.24
41. H 0.37
42. H -0.29
43. H 0.27
44. H 0.27
45. H 0.27
46. H 0.29
47. H 0.30
48. C -1.56
49. C 0.68
50. C -0.95
51. O -0.22
52. C -0.94
53. N -0.58
54. H 0.42
55. H 0.35
56. H 0.27
57. H 0.30
58. H 0.59
59. H 0.36
60. H 0.33
61. H 0.24
62. H 0.39
63. H 0.28
64. H -0.01
65. C -1.42
66. C 0.45
67. C -0.85
68. O -0.16
69. C -0.74
70. N -0.59
71. H 0.37
72. H 0.32
73. H 0.39
74. H 0.28
75. H 0.31
76. H 0.32
77. H 0.44
78. H 0.20
79. H 0.27
80. H 0.23
81. H 0.23


Entry 2:
Computed, not measured: a molecular structure, C16H44IN4O4 in a non-equilibrium geometry, with wB97M-V/def2-TZVPD.

Summary:
Strongest force on any atom   0.3192 Eh/bohr
HOMO level   -0.1 eV
LUMO level   2.647 eV
Orbital gap   2.781 eV
Net charge   -1
Energy relative to the best compared isomer or geometry (same formula, charge and spin)   2251.2 kJ/mol

Cartesian coordinates (Å):
I -18.496 2.794 1.312
C -15.552 2.455 2.754
C -15.016 2.677 1.382
C -15.120 1.338 0.487
O -14.729 1.597 -0.833
C -14.551 0.492 -1.684
N -15.720 3.767 0.718
H -15.708 3.436 3.203
H -14.870 1.933 3.426
H -16.521 1.959 2.802
H -14.003 3.080 1.390
H -16.124 0.916 0.437
H -14.391 0.665 0.937
H -14.342 0.961 -2.646
H -15.366 -0.221 -1.807
H -13.723 -0.175 -1.448
H -16.719 3.631 0.784
H -15.480 3.768 -0.263
C -18.176 5.710 0.985
C -19.602 5.363 1.412
C -20.557 6.579 1.661
O -21.597 6.162 2.409
C -22.451 7.204 2.904
N -20.152 4.550 0.408
H -17.535 5.846 1.857
H -18.098 6.542 0.285
H -17.645 4.967 0.391
H -19.381 4.908 2.378
H -20.921 7.013 0.730
H -19.964 7.271 2.260
H -22.488 8.147 2.359
H -22.058 7.364 3.908
H -23.460 6.793 2.912
H -19.879 4.991 -0.459
H -19.452 3.822 0.376
C -19.916 5.460 4.511
C -18.857 4.476 4.047
C -17.907 3.986 5.219
O -17.215 5.047 5.874
C -15.843 4.812 6.071
N -19.577 3.485 3.456
H -20.414 5.870 3.633
H -19.374 6.290 4.963
H -20.726 5.074 5.132
H -18.381 4.996 3.215
H -17.172 3.326 4.758
H -18.431 3.554 6.071
H -15.626 3.812 6.446
H -15.588 5.460 6.910
H -15.179 5.083 5.250
H -19.044 3.214 2.643
H -19.562 2.638 4.006
C -22.985 1.977 -0.540
C -22.029 2.380 0.546
C -21.239 1.151 1.062
O -22.133 0.168 1.596
C -21.485 -0.835 2.188
N -21.120 3.440 0.073
H -23.672 2.738 -0.909
H -23.719 1.252 -0.186
H -22.535 1.472 -1.394
H -22.581 2.718 1.423
H -20.639 1.612 1.847
H -20.489 0.796 0.356
H -20.744 -0.729 2.980
H -20.955 -1.352 1.388
H -22.168 -1.472 2.750
H -20.220 3.242 0.487
H -21.029 3.221 -0.908

Per-atom natural (NBO) charges, elementary charge units:
1. I -0.43
2. C -0.65
3. C -0.06
4. C -0.08
5. O -0.55
6. C -0.24
7. N -0.89
8. H 0.22
9. H 0.20
10. H 0.23
11. H 0.19
12. H 0.18
13. H 0.14
14. H 0.19
15. H 0.16
16. H 0.15
17. H 0.34
18. H 0.36
19. C -0.67
20. C -0.22
21. C -0.09
22. O -0.55
23. C -0.25
24. N -0.78
25. H 0.18
26. H 0.21
27. H 0.23
28. H 0.30
29. H 0.18
30. H 0.15
31. H 0.18
32. H 0.18
33. H 0.19
34. H 0.25
35. H 0.29
36. C -0.64
37. C -0.10
38. C -0.08
39. O -0.56
40. C -0.25
41. N -0.87
42. H 0.24
43. H 0.18
44. H 0.20
45. H 0.20
46. H 0.17
47. H 0.17
48. H 0.16
49. H 0.18
50. H 0.17
51. H 0.22
52. H 0.34
53. C -0.64
54. C -0.08
55. C -0.10
56. O -0.54
57. C -0.23
58. N -0.69
59. H 0.20
60. H 0.21
61. H 0.19
62. H 0.17
63. H 0.18
64. H 0.17
65. H 0.15
66. H 0.15
67. H 0.17
68. H 0.33
69. H 0.36


Entry 3:
Computed, not measured: 3 unconnected molecules or ions with the total composition C16H44N3O10P3 in a non-equilibrium geometry, with wB97M-V/def2-TZVPD.

Summary:
Strongest force on any atom   0.1272 Eh/bohr
HOMO level   -8.1 eV
LUMO level   0.304 eV
Orbital gap   8.451 eV
SMILES string   NC(N)(N)C[PH3]CC(=O)O.CCOP(=O)(OCC)OCC.CCOP(=O)(OCC)OCC

Cartesian coordinates (Å):
N 3.046 1.624 2.731
C 2.545 0.620 1.754
N 1.165 0.277 1.935
N 2.729 1.216 0.439
C 3.410 -0.672 1.900
P 3.630 -1.551 0.220
C 3.837 -2.323 -1.573
C 5.063 -1.726 -2.160
O 6.155 -2.228 -2.003
O 4.952 -0.553 -2.866
H 3.411 1.111 3.525
H 3.883 2.015 2.307
H 1.008 -0.386 2.677
H 0.568 1.086 2.011
H 2.012 0.920 -0.205
H 2.804 2.219 0.484
H 2.998 -1.333 2.664
H 4.409 -0.323 2.164
H 2.223 -1.535 0.018
H 4.184 -2.703 0.825
H 4.548 -0.535 -0.142
H 4.009 -3.393 -1.511
H 2.996 -2.069 -2.218
H 5.625 0.016 -2.474
C 2.637 -1.706 -5.892
C 2.100 -0.643 -4.950
O 0.845 -0.114 -5.396
P -0.498 -1.020 -5.219
O -0.718 -1.099 -3.754
O -1.661 0.059 -5.635
C -2.819 0.256 -4.822
C -2.683 1.523 -4.004
O -0.496 -1.707 -6.680
C -0.901 -1.055 -7.894
C -0.044 0.121 -8.299
H 1.995 -2.590 -5.895
H 3.638 -2.012 -5.589
H 2.676 -1.333 -6.915
H 1.998 -1.040 -3.937
H 2.795 0.194 -4.909
H -2.999 -0.607 -4.183
H -3.674 0.341 -5.497
H -1.737 1.545 -3.464
H -3.500 1.613 -3.286
H -2.696 2.397 -4.657
H -1.953 -0.785 -7.846
H -0.823 -1.827 -8.662
H -0.184 0.969 -7.631
H -0.318 0.438 -9.307
H 1.013 -0.140 -8.290
C -1.077 0.172 8.161
C -1.674 -0.839 7.198
O -2.560 -0.227 6.256
P -1.933 0.644 5.027
O -1.241 -0.349 4.167
O -3.286 0.908 4.143
C -3.315 0.669 2.733
C -4.015 -0.640 2.431
O -1.995 2.096 5.725
C -3.190 2.877 5.890
C -4.238 2.256 6.783
H -0.419 0.871 7.640
H -0.494 -0.334 8.932
H -1.859 0.760 8.641
H -0.886 -1.382 6.668
H -2.267 -1.569 7.749
H -2.310 0.682 2.313
H -3.864 1.496 2.279
H -3.601 -1.455 3.024
H -3.926 -0.894 1.374
H -5.074 -0.568 2.684
H -3.601 3.148 4.920
H -2.850 3.809 6.344
H -4.701 1.389 6.316
H -5.021 2.988 6.983
H -3.808 1.935 7.730

Per-atom Mulliken charges, elementary charge units:
1. N -0.84
2. C 0.92
3. N -0.35
4. N -0.58
5. C -1.56
6. P 0.32
7. C -0.26
8. C 0.37
9. O -0.59
10. O -0.40
11. H 0.31
12. H 0.28
13. H 0.14
14. H 0.15
15. H 0.20
16. H 0.25
17. H 0.55
18. H 0.41
19. H 0.00
20. H 0.01
21. H -0.03
22. H 0.43
23. H -0.01
24. H 0.31
25. C -1.05
26. C -0.13
27. O -0.29
28. P 1.06
29. O -0.81
30. O -0.34
31. C -0.35
32. C -1.11
33. O -0.33
34. C -0.19
35. C -0.89
36. H 0.31
37. H 0.40
38. H 0.24
39. H 0.14
40. H 0.26
41. H 0.36
42. H 0.32
43. H 0.28
44. H 0.38
45. H 0.29
46. H 0.24
47. H 0.35
48. H 0.26
49. H 0.40
50. H 0.16
51. C -0.93
52. C -0.34
53. O -0.27
54. P 1.10
55. O -0.79
56. O -0.37
57. C -0.03
58. C -1.19
59. O -0.36
60. C -0.20
61. C -0.90
62. H 0.26
63. H 0.40
64. H 0.19
65. H 0.29
66. H 0.31
67. H 0.09
68. H 0.34
69. H 0.28
70. H 0.39
71. H 0.32
72. H 0.23
73. H 0.35
74. H 0.27
75. H 0.40
76. H 0.16